No. 1
Entry from the OMol25 dataset: a cluster of 19 separate species, C27H68Br2F3N19O39 in total in a non-equilibrium geometry (ωB97M-V/def2-TZVPD).

Calculated values
- Total charge: 0
- Maximum force: 2.12 eV/Å
- Orbital gap: 9.340 eV

XYZ file:
```
158
C27H68Br2F3N19O39, DFT ωB97M-V/def2-TZVPD
Br 0.57 7.19 -3.42
Br 1.99 4.61 -1.93
F -1.55 6.66 -1.92
F -0.59 4.17 -2.52
F 0.26 7.10 -0.74
O 1.70 -0.32 3.90
O 1.13 4.88 -7.22
O -9.52 5.22 -1.84
O 1.81 -4.05 -4.59
O 3.21 -7.35 -0.14
O -2.49 -1.06 3.66
O -2.94 -4.64 5.25
O 2.38 -0.80 5.88
O -6.33 -6.26 -3.37
O -0.26 10.26 3.91
O 5.17 -3.50 2.56
O 5.22 -5.95 5.59
O -10.90 -8.66 -3.67
O -11.45 -6.63 -4.16
O -0.91 -1.85 -9.42
O 1.12 -3.96 0.50
O 4.04 -7.83 1.79
O 11.06 2.62 -1.47
O -4.00 6.13 0.47
O 1.75 -2.57 -1.02
O -0.64 8.33 1.58
O 3.11 -3.52 3.20
O 0.26 3.05 -7.97
O 5.44 -0.39 0.11
O -2.70 -0.91 -10.18
O 0.26 1.47 1.94
O 7.13 -6.58 6.36
O 9.86 0.97 -2.17
O -4.69 4.02 0.32
O -4.25 -6.07 -3.91
O -1.52 -0.35 5.45
O -0.64 12.31 3.37
O -1.07 -5.66 5.54
O -2.28 -3.29 1.23
O 3.60 -4.59 -3.53
O 7.38 -1.01 0.83
O -0.51 0.93 0.01
O -3.06 -3.01 -0.75
O -9.25 3.14 -2.32
N -10.64 -7.53 -4.05
N -8.84 4.22 -1.95
N 10.24 1.73 -1.31
N -2.85 -2.63 0.38
N 4.29 -3.25 3.36
N -2.65 4.53 -0.65
N 1.23 -3.61 -0.66
N 0.21 0.74 0.98
N -5.20 -5.85 -3.19
N 0.45 3.89 -7.10
N -1.65 -0.90 -9.56
N 0.09 11.35 3.51
N -2.18 -5.57 5.08
N 1.91 -0.04 5.06
N -1.65 -1.13 4.53
N 3.53 -7.06 0.99
N 6.44 -1.08 0.06
N 2.79 -4.74 -4.42
N 6.20 -6.66 5.58
C 9.68 1.57 0.06
C -1.89 8.99 1.69
C -0.21 3.68 -5.78
C -7.40 4.31 -1.61
C 3.28 -5.67 1.45
C 1.03 -0.50 0.94
C 6.28 -7.74 4.55
C -2.65 -6.70 4.22
C 1.53 11.50 3.16
C 4.66 -2.59 4.63
C 3.04 -5.85 -5.38
C 0.70 -4.53 -1.70
C 0.06 4.90 -1.59
C -0.15 4.36 -0.18
C 1.57 1.34 5.50
C -0.22 7.60 2.72
C -0.71 -2.28 4.45
C -3.04 8.24 1.03
C -3.30 -1.25 0.74
C -1.59 3.90 0.16
C -4.97 -5.02 -1.97
C -2.95 6.74 1.22
C -9.22 -7.24 -4.39
C 6.52 -2.11 -1.01
C -0.24 6.43 -1.78
C -1.24 0.38 -8.91
C -3.82 4.85 0.08
H -0.78 2.76 -5.82
H -6.84 4.05 -2.51
H -5.24 -5.63 -1.11
H -3.96 8.57 1.50
H 1.60 -0.60 1.86
H 4.00 -5.67 -5.84
H -7.20 3.61 -0.81
H 0.88 -4.09 -2.67
H 6.62 -3.08 -0.52
H -3.66 -6.47 3.88
H -9.15 -6.21 -4.71
H 5.62 -2.06 -1.60
H 3.62 -5.60 2.47
H -8.94 -7.92 -5.19
H 0.09 6.61 2.37
H 0.58 3.62 -5.03
H -3.07 6.49 2.28
H 2.22 -5.48 1.38
H 6.36 -8.68 5.09
H -0.36 -4.65 -1.51
H 3.84 -5.01 0.80
H 0.61 8.09 3.20
H 3.05 -6.77 -4.80
H -2.92 3.95 -1.43
H -3.93 -4.74 -1.94
H -7.18 5.33 -1.30
H -1.03 7.42 3.42
H -3.10 8.44 -0.03
H 8.97 0.75 0.04
H -1.79 9.96 1.21
H -1.96 6.42 0.90
H 1.68 -0.43 0.08
H -0.28 0.66 -9.33
H -2.63 -7.60 4.83
H 7.18 -7.56 3.96
H 9.18 2.50 0.32
H 2.16 2.03 4.89
H 0.21 5.04 0.58
H -5.61 -4.15 -2.05
H 5.39 -7.72 3.94
H -8.63 -7.42 -3.51
H 1.75 10.78 2.38
H 0.35 -1.33 0.84
H 1.81 1.44 6.55
H -2.10 9.20 2.74
H -0.01 -2.23 5.28
H 4.37 -3.25 5.44
H -3.01 -1.05 1.77
H 10.50 1.36 0.73
H -1.69 2.82 0.12
H -1.78 4.19 1.19
H -1.30 -3.19 4.50
H 2.24 -5.86 -6.11
H -4.37 -1.22 0.59
H -2.79 -0.57 0.06
H -0.19 -2.21 3.50
H 1.23 -5.47 -1.59
H -1.99 1.13 -9.12
H 2.10 11.29 4.06
H 0.47 3.47 -0.11
H 7.40 -1.89 -1.61
H 1.69 12.52 2.82
H 0.51 1.49 5.32
H -1.96 -6.77 3.38
H -0.85 4.54 -5.60
H 5.73 -2.42 4.63
H 4.13 -1.65 4.68
H -1.16 0.19 -7.85
```

No. 2
Entry from the OMol25 dataset: an isolated molecule of C16H16N2O3 (ωB97M-V/def2-TZVPD).

Calculated values
- Total charge: 0
- Energy relative to the best compared isomer or geometry (same formula, charge and spin): 37.8 kcal/mol
- Maximum force: 0.69 eV/Å
- Structure (SMILES): C=CCN(CC=C)C(=O)CN1C(=O)c2ccccc2C1=O
- Orbital gap: 8.824 eV

XYZ file:
```
37
C16H16N2O3, DFT ωB97M-V/def2-TZVPD
O -2.18 2.57 -0.87
O 1.01 0.59 -1.95
O 0.01 -0.77 1.32
N 2.51 0.43 -0.28
N -0.82 1.06 0.21
C -4.99 -0.86 0.03
C 0.44 1.76 0.04
C -2.32 -0.61 0.62
C 2.67 -2.64 -2.13
C -0.90 -0.19 0.78
C 1.35 0.87 -0.81
C 2.90 0.66 1.11
C -2.97 -1.76 1.01
C -4.33 0.31 -0.35
C 4.12 -0.10 1.52
C 3.31 -0.45 -1.12
C -4.32 -1.87 0.70
C 2.81 -1.86 -1.07
C 5.24 0.48 1.93
C -2.02 1.50 -0.33
C -2.99 0.41 -0.05
H -2.44 -2.55 1.53
H -4.84 1.10 -0.88
H 2.91 -2.29 -3.12
H -6.04 -0.97 -0.19
H 2.31 -3.65 -2.05
H 0.21 2.67 -0.53
H 0.85 2.03 1.01
H 5.34 1.55 1.96
H 3.08 1.73 1.26
H 4.04 -1.18 1.51
H 4.34 -0.39 -0.78
H 6.09 -0.10 2.26
H 2.53 -2.22 -0.09
H -4.86 -2.76 0.99
H 3.24 -0.08 -2.15
H 2.08 0.33 1.76
```

No. 3
Entry from the OMol25 dataset: a cluster of 2 separate species, C2H7NO2 in total in a non-equilibrium geometry (ωB97M-V/def2-TZVPD).

Calculated values
- Total charge: 0
- Energy relative to the best compared isomer or geometry (same formula, charge and spin): 41.9 kcal/mol
- Maximum force: 2.46 eV/Å
- Structure (SMILES): NCC=O.O
- Orbital gap: 10.767 eV

XYZ file:
```
12
C2H7NO2, DFT ωB97M-V/def2-TZVPD
O -0.67 0.54 -0.66
O -0.97 -0.14 -4.57
N 0.36 -0.13 2.61
C 0.76 0.29 1.25
C -0.53 0.10 0.45
H -1.29 0.54 -3.96
H -1.27 -0.57 0.89
H 0.59 -1.15 2.76
H 1.03 1.37 1.20
H 1.03 0.19 3.30
H -0.59 -0.79 -3.97
H 1.54 -0.25 0.71
```

No. 4
Entry from the OMol25 dataset: a structure of composition C13H16I2N3OY in a non-equilibrium geometry (ωB97M-V/def2-TZVPD).

Calculated values
- Total charge: -2
- Maximum force: 3.80 eV/Å
- Orbital gap (spin up / spin down): 4.732 / 2.036 eV

XYZ file:
```
36
C13H16I2N3OY, DFT ωB97M-V/def2-TZVPD
I 0.83 4.99 -0.15
I -2.53 2.49 1.05
Y -0.20 2.29 -0.43
O -0.18 -0.75 -2.67
N -1.18 -2.15 -0.37
N -2.95 -1.04 -0.95
N 1.20 1.01 0.49
C 3.80 -0.49 2.67
C -1.63 -1.04 -1.05
C 4.17 1.86 2.42
C 0.19 -2.59 -0.15
C 2.24 0.82 1.27
C -0.94 0.04 -2.04
C -1.33 1.57 -2.86
C 4.58 0.63 2.96
C -3.39 -2.09 -0.14
C -3.81 -0.11 -1.63
C 2.68 -0.41 1.86
C 3.11 1.93 1.54
C -2.29 -2.77 0.25
H -1.07 1.60 -4.01
H 5.46 0.58 3.61
H -4.42 -2.29 0.07
H 0.85 -1.88 -0.65
H -2.42 1.81 -2.81
H -4.05 0.76 -1.00
H -4.75 -0.64 -1.86
H 2.09 -1.30 1.66
H -0.81 2.62 -2.62
H 2.80 2.89 1.13
H 0.29 -3.61 -0.57
H -2.24 -3.69 0.79
H -3.33 0.24 -2.55
H 4.07 -1.42 3.15
H 0.45 -2.65 0.93
H 4.74 2.76 2.66
```

No. 5
Entry from the OMol25 dataset: a cluster of 2 separate species, C13H24N2O4 in total in a non-equilibrium geometry (ωB97M-V/def2-TZVPD).

Calculated values
- Total charge: 0
- Energy relative to the best compared isomer or geometry (same formula, charge and spin): 11.2 kcal/mol
- Maximum force: 1.81 eV/Å
- Structure (SMILES): CNC(=O)[C@@H]1CCCN1C(C)=O.CCOC(=O)CC
- Orbital gap: 9.741 eV

XYZ file:
```
43
C13H24N2O4, DFT ωB97M-V/def2-TZVPD
O -1.47 -2.20 -1.81
O -3.78 -0.56 1.00
O 1.87 2.57 -3.07
O 3.66 1.51 -2.08
N -1.95 -3.36 -0.01
N -1.60 -0.77 1.56
C -0.49 -0.73 2.50
C 0.73 0.41 -3.02
C 2.54 3.88 -0.19
C -2.08 -3.74 1.40
C 1.54 1.40 -3.84
C 2.96 2.50 -2.26
C 0.73 -1.24 1.74
C -2.89 -0.56 1.85
C 3.33 3.77 -1.50
C -1.53 -2.22 -0.58
C 0.42 -0.84 0.30
C -3.28 -0.30 3.30
C -1.10 -0.94 0.19
H -2.21 -4.05 -0.69
H 0.94 -1.49 -0.40
H -4.36 -0.14 3.35
H -1.45 -0.10 -0.41
H 1.65 -0.78 2.10
H 2.81 4.81 0.33
H 1.47 3.89 -0.39
H 3.11 4.64 -2.14
H 1.34 0.00 -2.21
H 0.38 -0.42 -3.64
H 2.77 3.03 0.46
H 4.40 3.77 -1.29
H 0.94 1.71 -4.71
H 0.78 -2.32 1.82
H -3.02 -1.16 3.90
H -2.97 -3.26 1.83
H -2.78 0.59 3.66
H -0.15 0.90 -2.58
H -2.21 -4.82 1.47
H -0.33 0.31 2.81
H -0.68 -1.35 3.37
H 0.72 0.20 0.15
H 2.44 0.91 -4.23
H -1.19 -3.46 1.96
```

No. 6
Entry from the OMol25 dataset: a cluster of 2 separate species, C3H6N2O in total (ωB97M-V/def2-TZVPD).

Calculated values
- Total charge: 0
- Energy relative to the best compared isomer or geometry (same formula, charge and spin): 131.1 kcal/mol
- Maximum force: 0.77 eV/Å
- Orbital gap (spin up / spin down): 7.820 / 7.819 eV

XYZ file:
```
12
C3H6N2O, DFT ωB97M-V/def2-TZVPD
O -1.97 2.40 0.12
N 0.13 0.70 0.66
N -1.29 -0.86 -0.63
C -0.88 0.16 0.03
C -2.05 1.21 0.22
C 1.93 -0.56 -0.03
H -0.52 -1.50 -0.84
H -2.98 0.64 0.37
H 2.05 -1.63 0.12
H 1.15 -0.26 0.76
H 1.62 -0.31 -1.04
H 2.81 0.02 0.26
```

No. 7
Entry from the OMol25 dataset: a structure of composition C6H10N2 in a non-equilibrium geometry (ωB97M-V/def2-TZVPD).

Calculated values
- Total charge: 0
- Energy relative to the best compared isomer or geometry (same formula, charge and spin): 93.2 kcal/mol
- Maximum force: 4.21 eV/Å
- Orbital gap: 9.359 eV

XYZ file:
```
18
C6H10N2, DFT ωB97M-V/def2-TZVPD
N 1.99 -0.12 -0.14
N 0.10 -1.10 -1.92
C -0.72 -0.42 -0.82
C 0.79 0.26 0.59
C -0.31 1.06 -0.18
C -1.47 1.17 0.87
C -1.39 -0.05 1.38
C -0.33 -0.81 0.58
H 0.05 1.89 -0.69
H 0.09 -0.45 -2.71
H -0.17 -1.93 0.58
H -1.82 -0.32 -1.00
H 1.12 -0.85 -1.59
H 0.82 0.75 1.53
H 2.77 0.57 -0.22
H -1.81 -0.58 2.32
H 2.21 -1.18 0.26
H -1.92 2.12 1.19
```

No. 8
Entry from the OMol25 dataset: the ion C2H4N3O with charge +1 in a non-equilibrium geometry (ωB97M-V/def2-TZVPD).

Calculated values
- Total charge: +1
- Energy relative to the best compared isomer or geometry (same formula, charge and spin): 99.6 kcal/mol
- Maximum force: 4.88 eV/Å
- Structure (SMILES): C1=NO[NH+]=CN1
- Orbital gap: 9.781 eV

XYZ file:
```
10
C2H4N3O, DFT ωB97M-V/def2-TZVPD
O 1.66 0.23 0.31
N 0.81 -0.59 0.89
N -0.94 0.26 -0.21
N 1.18 0.65 -1.22
C -0.50 -0.54 0.73
C -0.03 0.69 -1.26
H 1.40 -1.12 1.60
H -0.38 0.73 -2.27
H -1.29 -0.83 1.43
H -1.90 0.51 0.00
```

Number 6 is which compound?
C3H6N2O

Among the records above, which one has the highest maximum force?
C2H4N3O

Which of these has the lowest maximum force?
C16H16N2O3

Among the records above, which one has the lowest total charge?
C13H16I2N3OY